[1]
DFT (ωB97M-V/def2-TZVPD) results for one molecule with the formula C4H9NOS.

## Properties
Multiplicity: 1
Electronic energy (eV): -18666.092
ΔE to the lowest compared entry with this formula, charge and spin (kcal/mol): 33.1
Charge: 0
Frontier orbital gap (eV): 10.133
HOMO (eV): -9.46

Each line ends with the Löwdin charge.
Atoms and positions in Å:
N  -1.065  0.013  -1.428  0.054
C  -0.710  -0.441  -0.080  -0.402
C  -1.977  -0.715  0.687  -0.243
O  -2.146  -1.647  1.429  0.064
C  0.121  0.566  0.716  -0.221
C  1.463  0.883  0.033  -0.535
S  2.791  -0.327  0.473  0.698
H  -0.352  0.687  -1.705  0.056
H  -0.972  -0.742  -2.096  0.079
H  -0.126  -1.370  -0.117  0.137
H  -2.765  0.052  0.582  0.128
H  0.398  0.044  1.625  0.103
H  -0.448  1.497  0.796  0.124
H  1.523  1.004  -1.039  0.054
H  1.865  1.780  0.503  0.060
H  2.400  -1.284  -0.379  -0.157

***

[2]
DFT (ωB97M-V/def2-TZVPD) results for one molecule with the formula C4H9NOS.

## Properties
Multiplicity: 1
Electronic energy (eV): -18662.990
ΔE to the lowest compared entry with this formula, charge and spin (kcal/mol): 104.6
Charge: 0
Frontier orbital gap (eV): 9.901
HOMO (eV): -9.17

Each line ends with the Löwdin charge.
Atoms and positions in Å:
C  0.166  -1.361  -0.381  -0.252
C  0.839  -0.050  -0.077  -0.411
C  1.346  0.563  -1.114  0.055
C  0.944  0.253  1.330  -0.091
N  -2.014  1.332  0.202  -0.408
O  -1.189  -1.377  0.079  -0.457
S  -2.358  -0.048  -0.304  0.926
H  0.124  -1.561  -1.499  0.129
H  0.430  -2.233  0.119  0.101
H  -1.930  0.290  -1.621  0.022
H  1.149  0.224  -2.114  0.064
H  1.772  1.492  -1.092  0.041
H  0.768  1.310  1.649  0.090
H  2.011  0.033  1.647  0.100
H  0.368  -0.419  2.087  0.115
H  -2.426  1.554  1.087  -0.025

***

[3]
DFT (ωB97M-V/def2-TZVPD) results for one molecule with the formula C4H9NOS.

## Properties
Multiplicity: 1
Electronic energy (eV): -18663.748
ΔE to the lowest compared entry with this formula, charge and spin (kcal/mol): 87.1
Charge: 0
Frontier orbital gap (alpha / beta) (eV): 8.304 / 8.752
HOMO (alpha / beta) (eV): -8.61 / -9.38

Each line ends with the Löwdin charge.
Atoms and positions in Å:
C  -0.696  0.385  0.542  -0.252
C  -0.502  0.508  -0.991  -0.281
C  -0.894  -1.068  0.908  -0.442
C  1.842  0.237  -1.351  -0.158
N  0.555  -0.334  -1.409  -0.029
O  -0.958  0.032  3.327  -0.575
S  -0.903  -1.315  2.726  0.892
H  0.196  0.776  1.038  0.101
H  -1.548  0.984  0.863  0.113
H  -1.419  0.159  -1.477  0.113
H  -0.340  1.572  -1.230  0.116
H  -1.839  -1.455  0.524  0.081
H  -0.086  -1.676  0.494  0.071
H  1.900  1.196  -1.890  0.088
H  2.127  0.463  -0.312  0.090
H  2.564  -0.465  -1.763  0.072

***

[4]
DFT (ωB97M-V/def2-TZVPD) results for one molecule with the formula C4H9NOS.

## Properties
Multiplicity: 1
Electronic energy (eV): -18664.827
ΔE to the lowest compared entry with this formula, charge and spin (kcal/mol): 62.3
Charge: 0
Frontier orbital gap (eV): 9.706
HOMO (eV): -10.00

Each line ends with the Löwdin charge.
Atoms and positions in Å:
C  -0.344  1.691  0.549  -0.127
C  -0.004  -2.019  -0.719  -0.048
C  0.365  0.472  0.112  -0.208
C  -0.666  -0.654  -0.404  -0.404
N  -1.557  -0.265  -1.562  -0.264
O  -3.145  0.894  -3.043  -0.506
S  -2.503  0.897  -1.730  0.892
H  -1.320  1.598  0.245  -0.023
H  0.217  2.529  0.129  0.090
H  -0.327  1.966  1.572  0.070
H  0.499  -1.992  -1.599  0.041
H  0.623  -2.147  0.123  0.060
H  -0.685  -2.861  -0.768  0.082
H  0.921  -0.093  0.900  0.115
H  1.096  0.594  -0.747  0.131
H  -1.345  -0.792  0.374  0.100

***

[5]
DFT (ωB97M-V/def2-TZVPD) results for one molecule with the formula C4H9NOS.

## Properties
Multiplicity: 1
Electronic energy (eV): -18665.705
ΔE to the lowest compared entry with this formula, charge and spin (kcal/mol): 42.0
Charge: 0
Frontier orbital gap (eV): 9.902
HOMO (eV): -9.13

Each line ends with the Löwdin charge.
Atoms and positions in Å:
C  2.017  -0.701  1.168  -0.167
N  0.742  -0.524  1.728  -0.035
C  -0.248  0.118  0.937  -0.523
O  -0.939  0.841  1.571  0.089
C  -0.413  -0.192  -0.500  -0.212
C  -1.488  0.662  -1.111  -0.515
S  -1.291  1.046  -2.956  0.626
H  2.334  0.187  0.563  0.089
H  2.830  -0.819  1.865  0.069
H  2.038  -1.668  0.484  0.121
H  0.697  -0.200  2.742  0.168
H  -0.486  -1.196  -0.755  0.099
H  0.704  -0.018  -0.835  0.144
H  -2.436  -0.006  -1.007  0.119
H  -1.436  1.695  -0.708  0.070
H  -2.624  0.777  -3.187  -0.140

***

[6]
DFT (ωB97M-V/def2-TZVPD) results for an isolated ion of composition C4H9NOS and charge +1.

## Properties
Multiplicity: 2
Electronic energy (eV): -18656.591
⟨S²⟩: 0.75
ΔE to the lowest compared entry with this formula, charge and spin (kcal/mol): 32.0
Charge: +1
Frontier orbital gap (alpha / beta) (eV): 9.098 / 3.859
HOMO (alpha / beta) (eV): -13.31 / -13.14

Each line ends with the Löwdin spin population.
Atoms and positions in Å:
C  -0.019  -0.567  0.360  0.034
C  -0.776  -1.940  0.163  0.065
S  -0.130  -3.032  1.543  0.749
C  -0.252  0.321  -0.860  0.013
N  0.385  1.527  -0.976  0.014
C  0.995  2.418  -0.082  0.002
O  -0.904  -0.064  -1.830  0.075
H  -0.082  -0.016  1.291  0.000
H  0.976  -0.974  0.386  0.001
H  -1.787  -1.868  0.012  0.001
H  -0.601  -2.327  -0.840  0.024
H  -1.357  -3.566  2.053  0.019
H  0.086  2.108  -1.830  0.000
H  0.937  3.482  -0.487  0.000
H  0.455  2.362  0.965  0.001
H  2.071  2.138  0.134  0.001

***

[7]
DFT (ωB97M-V/def2-TZVPD) results for an isolated ion of composition C4H9NOS2 and charge -1.

## Properties
Multiplicity: 2
Electronic energy (eV): -29501.140
⟨S²⟩: 0.75
ΔE to the lowest compared entry with this formula, charge and spin (kcal/mol): 13.9
Charge: -1
Frontier orbital gap (alpha / beta) (eV): 3.674 / 6.858
HOMO (alpha / beta) (eV): -0.28 / -3.49

Each line ends with the Löwdin spin population.
Atoms and positions in Å:
S  0.361  1.888  -3.749  0.468
S  0.379  -0.038  -2.667  0.400
C  -0.398  0.445  -1.090  0.028
C  -0.002  -0.487  0.049  0.026
C  1.478  -0.239  0.382  0.009
O  1.791  0.823  0.870  0.003
N  -0.807  -0.094  1.198  0.006
C  -0.573  -0.892  2.404  0.001
H  -0.362  1.560  -4.831  0.038
H  -1.471  0.396  -1.158  0.000
H  -0.128  1.474  -0.863  0.002
H  -0.237  -1.510  -0.261  0.015
H  2.252  -0.993  0.161  0.004
H  -0.728  0.877  1.438  0.000
H  -0.841  -1.917  2.157  0.000
H  0.467  -0.832  2.761  0.000
H  -1.182  -0.461  3.199  0.000

***

[8]
DFT (ωB97M-V/def2-TZVPD) results for one molecule with the formula C4H9NOS2.

## Properties
Multiplicity: 1
Electronic energy (eV): -29500.810
ΔE to the lowest compared entry with this formula, charge and spin (kcal/mol): 38.6
Charge: 0
Frontier orbital gap (eV): 9.725
HOMO (eV): -9.09

Each line ends with the Löwdin charge.
Atoms and positions in Å:
O  1.042  -1.825  0.698  -0.067
C  0.927  -0.436  0.848  -0.390
C  -0.448  -0.143  1.491  -0.221
N  -1.094  0.935  1.305  -0.403
S  -2.565  1.178  2.084  0.733
C  1.172  0.390  -0.410  -0.247
C  0.169  0.288  -1.514  -0.531
S  0.171  -1.405  -2.273  0.737
H  0.486  -2.054  -0.090  0.019
H  1.670  -0.179  1.610  0.148
H  -0.723  -0.851  2.295  0.118
H  -2.821  2.350  1.491  -0.152
H  2.132  0.067  -0.863  0.122
H  1.267  1.480  -0.261  0.127
H  0.382  1.050  -2.289  0.084
H  -0.813  0.498  -1.099  0.056
H  -0.956  -1.340  -3.024  -0.133

***

[9]
DFT (ωB97M-V/def2-TZVPD) results for a 2-piece molecular cluster, C4H9NOS2 overall.

## Properties
Multiplicity: 1
Electronic energy (eV): -29495.147
ΔE to the lowest compared entry with this formula, charge and spin (kcal/mol): 169.2
Charge: 0
Frontier orbital gap (eV): 8.373
HOMO (eV): -9.03

Each line ends with the Löwdin charge.
Atoms and positions in Å:
C  -1.323  1.257  0.762  -0.043
C  -0.581  1.591  -0.590  -0.537
C  0.530  0.689  -0.861  -0.325
C  0.806  -0.973  0.962  -0.805
H  -2.137  1.966  0.754  0.079
H  -0.881  1.575  1.653  0.048
H  -1.709  0.296  0.748  0.029
H  -0.488  2.752  -0.651  0.172
H  -0.897  0.358  -2.335  0.292
H  1.360  1.164  -0.227  0.102
H  1.231  0.773  -1.731  0.150
H  -1.666  -1.645  -0.233  -0.107
H  0.424  -2.038  1.482  0.122
N  0.475  -0.679  -0.393  -0.605
O  -1.593  1.639  -1.533  -0.164
S  -0.608  -1.687  -1.041  0.848
S  1.707  -0.122  1.911  0.741

***

[10]
DFT (ωB97M-V/def2-TZVPD) results for an isolated ion of composition C4H9NP and charge +1.

## Properties
Multiplicity: 1
Electronic energy (eV): -15064.074
ΔE to the lowest compared entry with this formula, charge and spin (kcal/mol): 34.3
Charge: +1
Frontier orbital gap (eV): 9.355
HOMO (eV): -13.71

Each line ends with the Löwdin charge.
Atoms and positions in Å:
N  -0.665  1.528  -0.558  0.165
C  0.025  0.853  0.644  -0.514
C  -0.537  -0.493  0.872  -0.259
C  0.045  -1.398  -0.239  -0.280
C  1.413  -0.928  -0.449  -0.433
P  1.888  0.515  0.220  1.027
H  -1.672  1.560  -0.712  0.170
H  -0.117  1.039  -1.313  0.132
H  -0.229  2.484  -0.670  0.183
H  0.209  1.563  1.528  0.125
H  -1.684  -0.472  1.004  0.144
H  -0.102  -1.046  1.831  0.170
H  -0.617  -1.123  -1.261  0.177
H  -0.051  -2.428  0.046  0.109
H  2.094  -1.656  -0.944  0.084

***

[11]
DFT (ωB97M-V/def2-TZVPD) results for a 2-piece molecular cluster, C4H9NP overall.

## Properties
Multiplicity: 1
Electronic energy (eV): -15059.961
ΔE to the lowest compared entry with this formula, charge and spin (kcal/mol): 129.2
Charge: +1
Frontier orbital gap (alpha / beta) (eV): 8.836 / 5.581
HOMO (alpha / beta) (eV): -12.92 / -11.46

Each line ends with the Löwdin charge.
Atoms and positions in Å:
C  3.457  2.608  0.333  -0.542
C  -2.059  -1.074  0.758  -0.065
C  -1.606  0.241  0.031  -0.055
C  -1.739  -1.052  -0.666  -0.087
N  -0.390  -1.717  -0.988  0.255
P  2.490  1.439  -0.339  0.644
H  4.475  2.910  -0.094  0.021
H  3.234  3.143  1.246  -0.028
H  -1.422  -1.534  1.447  0.090
H  -3.154  -1.033  1.042  0.148
H  -2.364  1.033  -0.109  0.132
H  -0.614  0.568  0.278  0.057
H  -0.277  -2.221  -0.073  0.185
H  0.367  -1.057  -1.103  0.129
H  -0.398  -2.254  -1.763  0.115

***

[12]
DFT (ωB97M-V/def2-TZVPD) results for C4H9NP2 as an isolated structure.

## Properties
Multiplicity: 1
Electronic energy (eV): -24357.488
ΔE to the lowest compared entry with this formula, charge and spin (kcal/mol): 27.1
Charge: 0
Frontier orbital gap (eV): 8.214
HOMO (eV): -7.97

Each line ends with the Löwdin charge.
Atoms and positions in Å:
C  1.277  1.238  0.305  -0.098
C  0.781  0.044  0.007  -0.327
C  2.696  0.775  0.104  -0.171
C  2.102  -0.625  -0.221  -0.176
N  -2.761  -0.507  0.392  -0.710
P  -3.808  0.690  -0.127  0.546
P  -1.155  -0.698  0.061  0.784
H  0.860  2.188  0.581  0.096
H  3.216  1.256  -0.723  0.105
H  3.312  0.807  1.000  0.105
H  2.352  -1.401  0.499  0.105
H  2.282  -0.983  -1.232  0.104
H  -4.794  0.330  0.792  -0.149
H  -4.457  -0.021  -1.160  -0.152
H  -0.878  -1.763  0.904  -0.028
H  -1.025  -1.330  -1.182  -0.035

***

Copy entry 6 word for word.
DFT (ωB97M-V/def2-TZVPD) results for an isolated ion of composition C4H9NOS and charge +1.

## Properties
Multiplicity: 2
Electronic energy (eV): -18656.591
⟨S²⟩: 0.75
ΔE to the lowest compared entry with this formula, charge and spin (kcal/mol): 32.0
Charge: +1
Frontier orbital gap (alpha / beta) (eV): 9.098 / 3.859
HOMO (alpha / beta) (eV): -13.31 / -13.14

Each line ends with the Löwdin spin population.
Atoms and positions in Å:
C  -0.019  -0.567  0.360  0.034
C  -0.776  -1.940  0.163  0.065
S  -0.130  -3.032  1.543  0.749
C  -0.252  0.321  -0.860  0.013
N  0.385  1.527  -0.976  0.014
C  0.995  2.418  -0.082  0.002
O  -0.904  -0.064  -1.830  0.075
H  -0.082  -0.016  1.291  0.000
H  0.976  -0.974  0.386  0.001
H  -1.787  -1.868  0.012  0.001
H  -0.601  -2.327  -0.840  0.024
H  -1.357  -3.566  2.053  0.019
H  0.086  2.108  -1.830  0.000
H  0.937  3.482  -0.487  0.000
H  0.455  2.362  0.965  0.001
H  2.071  2.138  0.134  0.001

***

> Look up the ΔE to the lowest compared entry with this formula, charge and spin of the eighth one.

38.6 kcal/mol